[1]
C36H97N7O11 | wB97M-V/def2-TZVPD

Last column: Löwdin charge in e.
Atoms and positions in Å:
O 12.75 26.17 -4.78  -0.08
O 21.71 17.56 -12.03  -0.17
O 17.76 22.61 -5.41  -0.21
O 17.05 22.58 3.07  -0.09
O 15.92 20.89 -12.43  -0.19
O 19.26 26.82 -3.29  -0.18
O 23.00 25.77 -1.66  -0.19
O 13.54 25.93 -9.03  -0.21
O 23.86 22.01 -6.92  -0.20
O 21.13 25.54 -11.50  -0.19
O 22.02 22.28 -3.27  -0.20
N 19.14 23.22 -2.57  -0.05
N 22.10 23.42 -9.82  -0.07
N 11.82 28.06 -9.08  0.04
N 20.46 20.87 -10.77  0.07
N 17.74 19.32 -9.63  0.04
N 23.05 19.52 -1.17  0.04
N 25.12 23.88 0.55  0.03
C 22.90 21.49 -2.55  -0.27
C 17.35 22.11 1.73  -0.31
C 22.74 23.33 -3.93  -0.06
C 21.47 26.48 -12.48  -0.11
C 18.46 22.06 -3.17  -0.20
C 22.11 20.51 -1.79  -0.42
C 12.47 28.67 -11.31  -0.07
C 16.62 20.01 -10.28  -0.43
C 13.59 26.74 -10.19  -0.21
C 18.00 27.25 -2.85  -0.13
C 18.14 22.81 -6.73  -0.14
C 24.21 25.25 -1.18  -0.24
C 21.33 21.25 -0.69  -0.05
C 17.13 23.17 0.69  -0.10
C 23.64 25.75 1.18  -0.06
C 19.63 25.53 -2.78  -0.22
C 21.15 24.20 -11.93  -0.24
C 20.98 18.78 -11.96  -0.22
C 14.34 24.76 -9.12  -0.11
C 23.19 26.73 -2.67  -0.12
C 23.93 24.63 0.17  -0.43
C 23.11 22.67 -9.12  -0.23
C 13.78 25.25 -5.18  -0.30
C 22.31 23.47 -11.25  -0.22
C 18.69 21.83 -4.64  -0.19
C 15.88 19.83 -13.35  -0.12
C 23.93 20.63 -7.06  -0.12
C 22.80 22.60 -7.64  -0.22
C 15.14 25.85 -4.82  -0.08
C 18.64 24.50 -3.09  -0.22
C 12.30 27.54 -10.33  -0.48
C 23.04 17.72 -12.48  -0.12
C 15.90 20.86 -9.25  -0.07
C 21.33 19.68 -10.84  -0.45
C 21.21 18.93 -9.51  -0.04
C 16.99 20.83 -11.51  -0.21
H 25.00 25.99 -1.05  0.13
H 13.83 26.15 -11.09  0.13
H 16.65 19.89 -14.12  0.09
H 15.89 18.84 -12.86  0.09
H 23.31 23.86 -3.15  0.06
H 19.78 25.66 -1.70  0.14
H 17.13 26.64 -3.13  0.04
H 23.97 19.98 -1.10  0.07
H 14.09 24.15 -10.01  0.09
H 23.80 26.37 -3.53  0.09
H 17.23 21.87 -11.24  0.12
H 21.25 24.08 -13.01  0.12
H 13.56 24.25 -4.83  0.11
H 23.66 18.42 -11.90  0.08
H 23.77 27.59 -2.32  0.09
H 21.89 22.01 -7.47  0.12
H 23.56 16.76 -12.46  0.09
H 23.95 20.27 -8.10  0.08
H 17.78 28.21 -3.31  0.09
H 20.60 25.35 -3.24  0.10
H 15.26 26.80 -5.32  0.08
H 22.51 26.43 -12.82  0.09
H 22.43 22.45 -11.61  0.11
H 19.93 18.46 -11.91  0.13
H 12.10 26.25 -5.47  0.07
H 22.81 19.46 -0.18  0.06
H 19.08 23.36 -6.87  0.09
H 17.17 22.73 -0.31  0.06
H 20.39 21.31 -11.69  0.07
H 13.15 29.45 -10.94  0.08
H 18.84 21.21 -2.60  0.11
H 21.79 18.01 -9.56  0.09
H 13.78 25.21 -6.28  0.08
H 11.81 27.30 -8.40  0.06
H 18.52 20.78 -4.91  0.13
H 23.36 25.34 2.16  0.07
H 22.77 26.35 0.89  0.08
H 20.76 26.42 -13.31  0.09
H 22.63 23.59 -7.21  0.12
H 24.79 20.27 -6.50  0.09
H 24.49 26.40 1.36  0.08
H 23.52 22.07 -1.85  0.13
H 15.17 25.98 -3.73  0.07
H 17.31 23.36 -7.20  0.08
H 14.43 27.45 -10.03  0.13
H 22.26 27.01 -3.16  0.08
H 14.92 19.89 -13.87  0.09
H 20.86 20.49 -0.05  0.08
H 20.50 21.85 -1.05  0.05
H 18.22 18.86 -10.41  0.05
H 23.18 21.64 -9.49  0.09
H 19.72 22.10 -4.91  0.12
H 22.39 20.00 -10.86  0.12
H 16.71 21.25 1.52  0.11
H 18.57 24.47 -4.18  0.13
H 12.53 28.70 -8.73  0.08
H 15.91 25.10 -5.04  0.07
H 21.24 27.45 -12.02  0.09
H 17.85 23.99 0.68  0.07
H 23.58 20.98 -3.26  0.14
H 20.96 19.27 -12.96  0.13
H 23.50 22.88 -4.58  0.09
H 15.65 20.30 -8.35  0.08
H 20.84 21.55 -10.13  0.05
H 24.11 23.10 -9.29  0.14
H 20.14 23.09 -2.76  0.07
H 23.19 24.07 -11.53  0.13
H 18.24 21.89 -7.33  0.08
H 20.22 23.70 -11.64  0.11
H 24.98 23.38 1.41  0.07
H 22.00 24.36 -9.44  0.12
H 20.16 18.61 -9.44  0.06
H 17.78 23.16 3.31  0.07
H 17.71 24.74 -2.59  0.12
H 23.11 23.91 0.11  0.12
H 11.52 26.89 -10.75  0.14
H 14.95 21.21 -9.67  0.08
H 15.40 25.03 -9.11  0.09
H 18.51 19.86 -9.25  0.04
H 12.73 28.27 -12.29  0.08
H 14.15 24.14 -8.24  0.07
H 18.40 21.79 1.72  0.10
H 22.08 24.00 -4.47  0.09
H 17.98 27.35 -1.76  0.10
H 21.41 20.01 -2.46  0.14
H 16.48 21.75 -9.01  0.06
H 24.57 24.45 -1.86  0.11
H 21.40 19.56 -8.65  0.07
H 26.00 24.36 0.48  0.07
H 22.04 21.80 -0.08  0.07
H 23.05 20.13 -6.59  0.09
H 17.94 20.56 -12.00  0.10
H 23.10 18.08 -13.53  0.09
H 11.51 29.19 -11.32  0.08
H 15.87 19.26 -10.56  0.13
H 17.39 22.16 -2.95  0.12
H 16.11 23.58 0.74  0.08

Summary:
Structure (SMILES): COC[C@H](C)N.COC[C@H](C)N.COC[C@H](C)N.COC[C@H](C)N.COC[C@H](C)N.COCCNCCOC.COCCNCCOC.CCO.CCO
ΔE to the lowest compared entry with this formula, charge and spin (kcal per mole): 41.2
Electronic energy (eV): -71851.3558
F_max (eV Å⁻¹): 2.54
Kohn-Sham gap (eV): 8.991

---

[2]
C36H99AsF6N9O9Sr | wB97M-V/def2-TZVPD

Last column: Mulliken spin population.
Atoms and positions in Å:
Sr -1.40 4.22 -0.77  0.58
As 0.84 0.81 -0.31  0.31
F 1.73 2.18 -1.03  -0.02
F -0.51 1.96 -0.16  0.11
F 1.46 1.20 1.30  0.00
F -0.25 -0.47 0.30  -0.05
F 2.25 -0.29 -0.43  0.05
F 0.38 0.33 -2.04  0.00
O -0.88 5.78 1.32  -0.07
O 5.99 4.51 -2.98  0.00
O -3.92 -2.24 3.57  0.00
O 2.43 -5.80 -3.62  0.00
O -0.11 -0.86 6.25  0.00
O -0.82 2.80 -2.66  -0.12
O 4.04 -3.99 3.77  0.00
O -5.38 1.90 0.46  0.00
O -1.54 -4.44 -6.01  0.00
N -3.79 3.14 -1.93  -0.04
N 3.76 2.89 -2.74  0.00
N 1.16 4.71 -0.37  -0.15
N -1.65 -2.76 1.85  0.00
N 0.54 1.79 7.34  0.00
N -2.57 -4.06 -3.27  0.00
N 1.13 -3.34 -1.26  0.00
N 3.27 -0.70 2.35  0.00
N -3.27 3.86 1.26  -0.05
C 2.31 -5.35 -2.23  0.00
C 3.08 -4.99 3.37  0.00
C 1.27 4.68 1.10  0.03
C 5.05 2.31 -2.38  0.01
C 3.18 -6.89 -3.87  0.00
C -2.82 -3.01 -4.23  0.00
C -1.69 -2.04 -4.12  0.00
C -1.46 7.12 1.59  0.01
C 6.01 4.98 -1.61  0.00
C -1.62 -4.94 -7.27  0.00
C -4.59 -3.13 4.48  0.00
C 4.61 -2.44 1.38  0.00
C 2.76 4.42 1.45  0.00
C -6.67 1.32 0.58  0.00
C -3.09 1.84 -2.18  0.02
C -4.75 2.01 1.64  -0.01
C 6.15 3.13 -3.12  0.00
C -4.13 0.95 -2.89  -0.01
C 0.94 1.67 4.86  0.00
C -0.16 1.59 6.04  0.00
C -2.87 -2.18 1.25  -0.03
C -4.01 -2.71 2.16  0.00
C 0.26 3.17 -3.58  0.00
C 3.50 -2.13 2.31  0.01
C 1.86 -3.86 -2.38  -0.01
C 0.43 5.84 1.71  0.01
C -1.00 0.29 5.99  0.00
C 4.95 0.86 -2.88  -0.01
C -3.31 2.43 1.53  0.10
C -2.86 -2.76 -0.14  0.01
C 2.97 -2.87 -2.73  0.01
C 3.73 -2.63 3.72  0.00
C -1.92 2.01 -3.22  0.01
C -2.72 -3.70 -5.63  0.00
C -0.75 -2.05 6.19  0.00
C -2.35 2.24 2.74  0.01
H -2.54 7.12 1.54  0.00
H -2.76 -2.90 -6.36  0.00
H 1.66 0.87 5.02  0.00
H -4.61 2.67 -1.56  0.02
H 4.13 -7.03 -3.37  0.00
H 0.90 4.03 -3.41  0.02
H -6.55 0.26 0.82  0.00
H -1.62 0.37 6.88  0.00
H -3.67 -4.25 -5.60  0.00
H -4.05 3.55 -2.82  0.02
H -7.35 1.84 1.26  0.00
H 1.59 -2.46 -1.09  0.00
H -3.88 -3.94 4.62  0.00
H -2.89 -3.84 -0.07  0.00
H -3.68 -0.03 -3.05  0.01
H -1.28 7.81 0.76  0.01
H 2.89 3.86 2.37  0.00
H -1.66 -1.51 -3.16  0.01
H -2.79 1.94 0.71  0.01
H 6.90 4.64 -1.08  0.00
H -2.00 -2.53 -0.77  0.00
H 5.61 -2.25 1.77  0.00
H -2.50 -5.50 -7.59  0.00
H 5.76 0.29 -2.43  0.00
H -1.83 -4.48 -3.81  0.00
H -0.02 3.20 -4.63  0.00
H 4.62 -3.48 1.05  0.00
H 0.72 3.78 1.40  0.00
H -3.99 4.12 0.60  0.01
H 6.05 2.86 -4.17  0.00
H 3.07 -2.37 4.55  0.00
H -1.77 -1.25 -4.87  0.00
H 6.24 6.04 -1.71  0.00
H -1.55 -4.13 -7.99  0.00
H -1.60 -2.38 2.79  0.00
H 3.29 -0.45 1.37  0.00
H 1.03 0.95 7.60  0.00
H -2.32 2.57 -4.07  0.01
H -7.17 1.40 -0.38  0.00
H 2.65 -7.82 -3.69  0.00
H 3.46 -3.16 -3.66  0.00
H 1.80 4.06 -0.81  0.04
H 3.43 -6.98 -4.93  0.00
H 2.35 -0.64 2.77  0.00
H 0.19 -3.01 -1.43  0.00
H -1.50 -1.92 6.98  0.00
H -1.56 1.04 -3.58  0.00
H -4.08 -3.80 2.10  0.00
H 0.59 5.94 2.78  0.00
H -1.79 1.31 2.83  -0.01
H 1.13 -3.90 -3.19  0.00
H 3.82 3.87 -2.52  0.00
H 7.13 2.82 -2.76  0.00
H 2.65 -1.83 -2.71  0.00
H -3.73 -2.32 -0.63  0.00
H 1.55 -5.99 -1.78  0.00
H -0.04 -2.82 6.49  0.00
H -2.80 -1.09 1.17  0.03
H 2.57 -2.54 1.91  0.00
H 3.32 3.85 0.70  0.00
H 3.03 -5.16 2.29  0.00
H -3.77 -2.54 -3.99  0.00
H -1.50 2.93 2.75  0.02
H -4.79 -2.57 5.39  0.00
H -3.27 -4.78 -3.41  0.00
H 4.00 0.41 -2.59  0.01
H 1.36 2.67 4.76  0.00
H -1.11 7.58 2.51  0.00
H -4.89 0.79 -2.12  0.00
H 3.29 5.37 1.53  0.00
H 0.95 2.34 -3.59  0.01
H 5.03 4.83 -1.13  0.00
H 1.54 5.61 -0.63  0.02
H -2.89 2.42 3.66  0.00
H 0.36 1.42 3.97  0.01
H -1.52 0.12 5.05  0.00
H -4.53 1.40 -3.80  0.00
H 4.72 0.73 -3.94  0.00
H 3.17 -5.41 -1.55  0.00
H 4.65 -2.13 4.04  0.00
H -2.83 1.32 -1.26  0.00
H -0.89 -2.19 1.51  0.02
H 5.15 2.25 -1.30  0.00
H -5.53 -3.32 3.96  0.00
H -3.56 4.26 2.14  0.01
H 3.40 -5.94 3.78  0.00
H -0.11 1.94 8.10  0.00
H -0.71 -5.51 -7.48  0.00
H 3.78 -2.84 -2.00  0.00
H -5.00 -2.41 1.83  0.00
H 1.01 6.68 1.32  0.00
H -5.27 2.70 2.31  0.00
H -0.84 2.44 5.94  0.00
H 2.09 -4.74 3.76  0.00
H 2.98 2.47 -2.26  0.00
H -0.75 -2.55 -4.29  0.00
H 4.52 -1.93 0.43  0.00
H -4.73 0.98 2.01  0.00
H -1.23 -2.40 5.28  0.00

Summary:
2S+1: 2
ΔE to the lowest compared entry with this formula, charge and spin (kcal per mole): 0.0
Electronic energy (eV): -148750.3613
F_max (eV Å⁻¹): 4.47
<S²>: 0.752
Kohn-Sham gap (alpha / beta) (eV): 2.504 / 6.877

---

[3]
C36H99BeF6N9O9P | wB97M-V/def2-TZVPD

Last column: Löwdin charge in e.
Atoms and positions in Å:
P -39.04 -4.95 2.19  0.24
F -37.82 -5.62 3.03  -0.14
F -40.28 -4.26 1.39  -0.18
F -38.05 -4.37 1.07  -0.11
F -39.17 -6.33 1.35  -0.19
F -40.24 -5.56 3.17  -0.17
F -38.82 -3.66 3.13  -0.12
O -37.62 -10.02 1.72  -0.23
O -36.01 -5.26 -1.50  -0.17
O -36.02 -7.92 8.49  -0.19
O -37.93 -0.17 -0.02  -0.24
O -42.85 -5.22 7.29  -0.18
O -38.68 -1.48 -4.39  -0.19
O -41.51 0.56 4.85  -0.16
O -43.43 -7.89 1.44  -0.24
O -41.69 -9.90 2.36  -0.25
N -42.52 -2.88 3.64  0.05
N -38.29 -2.50 -1.83  0.09
N -34.77 -2.70 -1.94  0.05
N -37.27 -5.74 5.81  0.03
N -37.02 -13.65 1.88  0.04
N -41.74 -6.13 0.33  0.08
N -40.06 -8.88 0.33  0.09
N -40.19 -5.86 6.49  0.06
N -35.33 -0.93 0.48  0.05
C -34.91 -4.85 -0.72  -0.20
C -41.31 1.28 3.66  -0.12
C -43.90 -1.26 4.83  -0.04
C -36.44 -1.53 1.22  -0.43
C -32.83 -3.44 -0.73  -0.07
C -35.85 -1.93 2.56  -0.05
C -44.30 -9.04 1.47  -0.03
C -41.16 -9.82 0.04  -0.41
C -41.38 -0.86 4.70  -0.17
C -36.90 -11.22 1.90  -0.19
C -43.97 -6.83 0.63  -0.16
C -42.62 -1.47 4.04  -0.43
C -36.68 -6.40 -1.01  -0.13
C -36.77 -6.99 6.40  -0.40
C -41.28 -10.71 1.25  -0.17
C -39.61 -2.42 -2.42  -0.42
C -43.06 -5.63 0.79  -0.40
C -39.68 -1.25 -3.39  -0.20
C -39.65 -3.45 6.89  -0.07
C -42.01 -10.73 3.50  -0.04
C -38.63 -0.43 -5.36  -0.09
C -43.39 -4.43 -0.05  -0.04
C -40.71 -2.37 -1.34  -0.06
C -36.33 -6.70 7.83  -0.21
C -38.70 -12.40 3.13  -0.06
C -36.97 -8.81 2.00  -0.09
C -40.51 -4.66 7.26  -0.41
C -37.66 -0.64 1.27  -0.18
C -44.17 -4.75 7.10  -0.12
C -35.57 -7.43 5.52  -0.05
C -38.87 0.87 -0.06  -0.10
C -40.83 -10.53 -1.29  -0.02
C -34.04 -3.89 -1.51  -0.45
C -41.92 -4.22 6.95  -0.26
C -37.82 -12.44 1.89  -0.44
C -35.49 -7.70 9.77  -0.12
Be -41.15 -7.52 2.17  1.01
H -43.76 -1.60 5.86  0.07
H -38.59 0.50 -4.78  0.08
H -43.54 -4.66 -1.11  0.10
H -45.01 -6.60 0.87  0.14
H -39.22 -6.05 6.74  0.02
H -34.84 -2.34 2.49  0.08
H -39.82 0.58 0.41  0.08
H -36.74 -2.47 0.74  0.10
H -37.56 -7.74 6.42  0.14
H -32.31 -2.65 -1.28  0.08
H -35.70 -7.34 4.44  0.05
H -33.10 -3.01 0.24  0.07
H -44.39 -4.04 0.19  0.10
H -39.29 -9.40 0.75  0.06
H -38.54 1.79 0.44  0.09
H -37.79 -0.41 -6.05  0.09
H -36.52 -2.63 3.06  0.06
H -34.67 -6.89 5.83  0.08
H -39.60 -8.52 -0.50  0.10
H -36.13 -8.56 1.36  0.10
H -44.41 -4.46 6.07  0.07
H -35.50 -5.98 7.86  0.13
H -43.26 -3.11 2.99  0.06
H -44.68 -1.89 4.39  0.07
H -35.61 -1.08 3.21  0.08
H -36.30 -11.20 2.82  0.14
H -39.13 -11.40 3.22  0.05
H -36.13 -11.28 1.12  0.13
H -42.21 -3.32 7.50  0.12
H -42.04 -3.94 5.89  0.10
H -34.32 -5.73 -0.44  0.13
H -40.79 -9.80 -2.10  0.09
H -41.68 -11.18 -1.55  0.09
H -33.80 -4.46 -2.41  0.14
H -40.07 -5.53 5.54  0.03
H -34.77 -0.40 1.14  0.08
H -44.33 -3.86 7.72  0.08
H -36.72 -8.76 3.06  0.08
H -39.36 -0.36 -2.83  0.11
H -38.13 -12.50 4.06  0.09
H -42.72 -0.88 3.12  0.12
H -43.97 -7.17 -0.41  0.14
H -32.12 -4.24 -0.48  0.07
H -36.58 -5.00 5.76  0.09
H -43.90 -9.75 2.19  0.07
H -41.97 -11.53 1.03  0.15
H -39.82 -3.32 -3.01  0.13
H -42.94 -5.32 1.83  0.13
H -41.68 -3.10 3.12  0.04
H -42.68 -3.60 0.03  0.06
H -44.40 -9.41 0.45  0.11
H -40.82 -1.35 -0.97  0.08
H -41.95 -6.57 -0.56  0.10
H -45.25 -8.71 1.88  0.11
H -38.57 -1.15 1.59  0.13
H -40.31 -11.19 1.34  0.11
H -35.37 -8.67 10.25  0.09
H -39.65 -3.22 5.82  0.06
H -40.66 -1.08 -3.84  0.13
H -37.64 -7.96 1.86  0.05
H -39.51 -13.13 3.07  0.09
H -36.12 -7.34 -0.98  0.08
H -41.24 -1.35 5.66  0.11
H -34.96 -2.21 -1.05  0.02
H -39.91 -11.11 -1.23  0.09
H -40.48 -1.11 4.12  0.11
H -34.59 -7.09 9.69  0.09
H -42.97 -11.24 3.34  0.10
H -37.17 -6.30 8.41  0.13
H -38.19 -1.58 -1.40  0.05
H -42.17 1.19 2.98  0.08
H -41.23 -5.28 0.13  0.06
H -40.56 -3.07 -0.52  0.04
H -38.60 -3.72 7.06  0.06
H -44.24 -0.23 4.89  0.08
H -44.90 -5.49 7.43  0.08
H -35.76 -0.20 -0.08  0.08
H -39.77 -2.51 7.42  0.08
H -36.87 -6.22 0.05  0.05
H -36.27 -13.58 1.20  0.08
H -37.50 -6.03 4.87  0.03
H -38.42 -12.42 0.98  0.13
H -42.08 -9.28 -0.17  0.11
H -35.33 -4.35 0.16  0.12
H -35.29 -8.41 5.91  0.08
H -41.16 -11.38 3.66  0.08
H -40.55 -4.82 8.34  0.15
H -36.17 -7.19 10.47  0.09
H -42.25 -10.06 4.33  0.11
H -41.06 2.33 3.79  0.09
H -37.62 -6.59 -1.53  0.08
H -38.30 -3.11 -1.01  0.05
H -37.45 0.24 1.90  0.13
H -39.58 -0.45 -5.90  0.08
H -40.46 0.89 3.08  0.07
H -34.10 -2.03 -2.29  0.07
H -39.17 1.13 -1.07  0.08
H -41.72 -2.60 -1.69  0.06
H -36.49 -13.75 2.75  0.08

Summary:
ΔE to the lowest compared entry with this formula, charge and spin (kcal per mole): 14.0
Electronic energy (eV): -96763.9656
Net charge: +1
F_max (eV Å⁻¹): 3.99
Kohn-Sham gap (eV): 4.051